Record 1
This record from the OMol25 dataset describes H3NP2S in the gas phase at a distorted geometry. The level of theory is ωB97M-V/def2-TZVPD.

```
7
Properties=species:S:1:pos:R:3:lowdin_charge:R:1
N 0.59 -0.26 0.22 -0.800
P 1.71 1.02 0.11 0.686
P -1.05 -0.76 0.39 0.213
S -2.35 0.59 -0.11 0.041
H 1.16 -1.15 0.54 0.047
H 0.79 2.16 -0.41 -0.130
H -0.85 -1.60 -0.75 -0.058
```

Properties
* 2S+1: 1
* HOMO-LUMO gap (spin up / spin down): 5.7 / 7.5 eV
* LUMO (spin up / spin down): -2.0 / -1.0 eV

Record 2
This record from the OMol25 dataset describes C3H6N2O2 in the gas phase. The level of theory is ωB97M-V/def2-TZVPD.

```
13
Properties=species:S:1:pos:R:3:lowdin_charge:R:1
C -1.86 -0.04 -0.95 -0.058
O -1.03 0.55 0.04 -0.064
C 0.28 0.24 0.08 -0.507
N 1.09 -0.08 -0.85 0.162
N 0.67 0.31 1.41 0.120
C 1.84 -0.20 1.94 -0.308
O 2.02 -0.29 3.13 0.037
H -2.73 -0.44 -0.42 0.094
H -1.35 -0.85 -1.46 0.089
H -2.19 0.72 -1.67 0.094
H 0.65 -0.05 -1.77 0.053
H -0.06 0.52 2.08 0.156
H 2.56 -0.53 1.16 0.133
```

Properties
* 2S+1: 1
* HOMO-LUMO gap: 10.7 eV
* structure (SMILES): [H]/N=C(/NC=O)OC
* LUMO: 0.7 eV

Record 3
This record from the OMol25 dataset describes 14 unconnected molecules or ions with the total composition C15H50N13O27P2 at a distorted geometry. The level of theory is ωB97M-V/def2-TZVPD.

```
107
Properties=species:S:1:pos:R:3:lowdin_charge:R:1
C -0.44 -2.14 0.68 -0.373
P 0.22 -3.33 -0.65 0.200
P -1.46 -2.87 -2.21 0.669
C -2.94 -3.53 -1.37 -0.396
O -1.81 -1.23 -1.99 -0.438
H -1.53 -2.01 0.60 -0.005
H 0.01 -1.15 0.57 -0.006
H -0.23 -2.55 1.68 0.015
H -0.58 -4.44 -0.04 -0.050
H 0.71 -4.26 -1.73 -0.081
H 0.99 -2.19 -1.35 -0.033
H 1.36 -3.63 0.18 -0.059
H -3.78 -2.86 -1.57 0.008
H -2.81 -3.62 -0.29 0.004
H -3.16 -4.52 -1.78 0.011
H -1.34 -0.77 -2.69 0.004
C -1.45 1.25 1.67 0.061
N -0.15 1.69 2.24 -0.414
O -0.05 2.86 2.59 0.007
O 0.74 0.88 2.32 0.073
H -2.12 2.10 1.69 0.081
H -1.28 0.88 0.67 0.098
H -1.82 0.43 2.29 0.105
C 2.09 4.51 3.83 0.042
N 2.85 5.17 4.92 -0.426
O 3.30 4.46 5.81 0.073
O 2.96 6.38 4.89 0.039
H 2.06 3.45 4.01 0.062
H 1.09 4.94 3.83 0.098
H 2.59 4.75 2.89 0.109
C 1.25 6.84 7.65 0.053
N -0.11 7.43 7.73 -0.441
O -1.03 6.66 7.96 0.046
O -0.24 8.61 7.52 0.060
H 1.17 5.78 7.87 0.064
H 1.62 7.01 6.64 0.077
H 1.88 7.36 8.37 0.105
C -2.90 5.44 5.56 0.053
N -2.77 4.35 4.55 -0.430
O -3.76 4.03 3.92 0.050
O -1.67 3.87 4.41 0.034
H -3.92 5.80 5.54 0.097
H -2.63 5.03 6.53 0.094
H -2.20 6.21 5.27 0.096
C 4.98 -2.65 0.10 0.046
N 4.70 -4.10 -0.06 -0.454
O 3.66 -4.53 0.39 0.060
O 5.51 -4.75 -0.71 0.028
H 4.18 -2.22 0.71 0.099
H 5.95 -2.55 0.57 0.093
H 4.99 -2.23 -0.90 0.076
C 2.55 -3.60 -2.82 -0.036
N 2.87 -2.27 -3.40 -0.425
O 2.53 -2.03 -4.55 0.040
O 3.46 -1.46 -2.70 0.017
H 2.03 -4.17 -3.57 0.072
H 3.50 -4.05 -2.55 0.093
H 1.93 -3.44 -1.93 -0.073
C -6.34 -3.78 -3.75 0.036
N -5.02 -3.56 -4.40 -0.454
O -4.46 -2.51 -4.19 0.054
O -4.60 -4.48 -5.08 0.043
H -6.58 -2.90 -3.17 0.091
H -7.06 -3.96 -4.54 0.092
H -6.24 -4.66 -3.12 0.097
C -4.92 4.29 0.85 0.045
N -4.18 4.57 -0.41 -0.446
O -4.70 5.26 -1.25 0.079
O -3.05 4.09 -0.50 0.032
H -5.86 4.83 0.80 0.099
H -5.06 3.22 0.93 0.106
H -4.30 4.64 1.67 0.059
C 3.48 -6.88 -6.60 0.049
N 2.47 -6.48 -5.59 -0.435
O 2.84 -6.26 -4.46 0.075
O 1.32 -6.39 -5.97 0.053
H 4.45 -6.92 -6.11 0.093
H 3.18 -7.85 -6.99 0.099
H 3.45 -6.14 -7.39 0.100
C -1.45 -7.99 -5.47 0.049
N -1.72 -9.44 -5.66 -0.454
O -2.65 -9.94 -5.05 0.060
O -0.99 -10.04 -6.42 0.043
H -2.17 -7.59 -4.77 0.097
H -0.44 -7.89 -5.10 0.081
H -1.52 -7.53 -6.45 0.102
C 4.55 0.29 -5.33 0.032
N 5.48 0.83 -6.36 -0.455
O 5.99 1.92 -6.16 0.051
O 5.68 0.15 -7.35 0.050
H 4.49 1.00 -4.52 0.094
H 3.59 0.12 -5.81 0.094
H 4.96 -0.66 -5.00 0.089
C 0.54 1.98 5.76 0.051
N 1.13 2.53 7.01 -0.427
O 1.80 1.80 7.71 0.084
O 0.89 3.70 7.24 0.028
H 0.84 0.94 5.67 0.105
H -0.53 2.10 5.82 0.094
H 0.92 2.58 4.93 0.043
C -0.91 6.25 0.23 0.061
N -1.99 6.32 1.25 -0.418
O -1.75 5.92 2.37 0.063
O -3.07 6.75 0.89 0.057
H -0.03 5.82 0.71 0.093
H -1.28 5.63 -0.57 0.087
H -0.74 7.27 -0.12 0.103
```

Properties
* 2S+1: 1
* HOMO-LUMO gap: 4.5 eV
* charge: -1
* LUMO: 1.3 eV

Record 4
This record from the OMol25 dataset describes 3 unconnected molecules or ions with the total composition C3H11NO3S at a distorted geometry. The level of theory is ωB97M-V/def2-TZVPD.

```
19
Properties=species:S:1:pos:R:3:lowdin_charge:R:1
O -2.58 0.53 -2.00 0.028
C -1.74 0.02 -1.30 -0.362
N -1.53 0.39 0.00 0.019
C -0.45 -0.19 0.77 -0.296
C 0.80 0.64 0.78 -0.576
S 2.26 -0.29 1.29 0.736
H -1.06 -0.79 -1.60 0.142
H -2.20 1.02 0.41 0.151
H -0.19 -1.16 0.36 0.077
H -0.77 -0.42 1.78 0.121
H 0.61 1.56 1.31 0.082
H 0.94 0.96 -0.25 0.067
H 2.27 0.16 2.54 -0.145
H 1.90 -3.84 -0.16 0.035
H 0.51 -3.32 0.26 0.001
O 0.96 -4.05 -0.16 -0.058
H -1.01 3.89 -1.56 0.045
H -0.87 2.45 -1.09 -0.008
O -0.72 3.36 -0.81 -0.061
```

Properties
* 2S+1: 1
* HOMO-LUMO gap: 10.2 eV
* structure (SMILES): O=CNCCS.O.O
* LUMO: 0.5 eV

Record 5
This record from the OMol25 dataset describes C5H13N3O in the gas phase at a distorted geometry. The level of theory is ωB97M-V/def2-TZVPD.

```
22
Properties=species:S:1:pos:R:3:lowdin_charge:R:1
C -1.97 -0.84 -0.69 -0.038
C -1.13 -0.35 0.49 -0.468
N 0.33 -1.75 0.31 0.066
O -1.79 -0.03 1.52 -0.041
H 0.51 -1.77 1.31 0.084
H -0.12 -2.51 -0.18 0.065
H -2.87 -0.24 -0.78 0.087
H -1.46 -0.82 -1.66 0.072
H -2.26 -1.87 -0.47 0.079
C -0.20 1.81 -0.68 -0.030
C 0.15 0.61 0.19 -0.493
N 0.69 1.01 1.50 0.071
N 2.41 -0.33 -0.10 0.058
C 1.10 -0.36 -0.50 -0.241
H 1.24 1.85 1.40 0.081
H -0.13 1.18 2.09 0.082
H 2.97 -1.10 -0.45 0.093
H 2.46 -0.29 0.93 0.083
H 0.94 -0.55 -1.55 0.137
H -0.54 1.52 -1.67 0.076
H -1.01 2.38 -0.20 0.093
H 0.68 2.45 -0.82 0.084
```

Properties
* 2S+1: 1
* HOMO-LUMO gap: 9.4 eV
* structure (SMILES): CC(=O)[C@@](C)(N)C(N)N
* LUMO: 0.8 eV

Record 6
This record from the OMol25 dataset describes 2 unconnected molecules or ions with the total composition C4H11NO2S at a distorted geometry. The level of theory is ωB97M-V/def2-TZVPD.

```
19
Properties=species:S:1:pos:R:3:lowdin_charge:R:1
C 1.47 -1.44 0.73 -0.124
N 0.15 -0.90 0.57 -0.113
C -0.10 0.54 0.44 -0.369
C -1.27 0.79 -0.52 -0.531
S -2.25 2.27 -0.32 0.755
C -0.14 1.20 1.82 -0.245
O -0.10 2.38 2.00 0.043
H 2.22 -0.72 0.39 0.083
H 1.70 -1.72 1.74 0.061
H 1.60 -2.33 0.11 0.079
H -0.64 -1.51 0.49 0.107
H 0.84 0.92 0.07 0.132
H -0.83 0.83 -1.51 0.053
H -1.82 -0.13 -0.56 0.067
H -3.07 1.80 0.63 -0.134
H -0.11 0.49 2.67 0.125
H 1.22 -0.47 -2.36 0.031
H 0.37 -1.44 -3.18 0.038
O 0.74 -0.55 -3.20 -0.059
```

Properties
* 2S+1: 1
* HOMO-LUMO gap: 9.2 eV
* structure (SMILES): CN[C@H](C=O)CS.O
* LUMO: 0.5 eV